No. 1
ORCA calculation (wB97M-V/def2-TZVPD) on a 2-piece molecular cluster, C5H14NO overall at a distorted geometry.

CARTESIAN COORDINATES (ANGSTROEM)
C (1.4823, 1.2953, 1.6750)
C (1.3744, 1.8717, 0.2805)
C (0.9716, 1.0944, -1.0606)
C (-0.4691, 0.8296, -1.1619)
C (-1.1365, -0.1903, -1.6736)
N (-1.8274, -0.9507, -0.6229)
H (0.4746, 0.5921, 2.0477)
H (1.6124, 2.0595, 2.5054)
H (2.3187, 0.6637, 1.7601)
H (2.3834, 2.3075, 0.1465)
H (0.7331, 2.7329, 0.1942)
H (1.4808, 0.0925, -1.0896)
H (1.4106, 1.7517, -1.8856)
H (-1.0016, 1.8500, -1.0252)
H (-1.0731, -0.7788, -2.5087)
H (-2.1202, -0.3780, 0.2517)
H (-1.1301, -1.7228, -0.2923)
H (-2.6881, -1.3352, -1.1230)
H (-1.0785, -4.3680, 1.9239)
H (-0.5107, -3.8193, 0.5076)
O (-1.2066, -3.5977, 1.1509)

As for the charge: +1. Its multiplicity is 1. The value obtained for the HOMO energy is -13.0 eV. The value obtained for the electronic energy is -328.471195 Eh. For the energy relative to the best compared isomer or geometry (same formula, charge and spin), the calculation gives 134.9 kcal/mol. The value obtained for the orbital gap is 8.1 eV.



No. 2
ORCA calculation (wB97M-V/def2-TZVPD) on a 2-piece molecular cluster, C5H14NO overall at a distorted geometry.

CARTESIAN COORDINATES (ANGSTROEM)
C (1.8211, 2.0302, -1.2176)
C (1.1112, 2.4104, 0.0452)
C (1.0033, 1.1435, 0.9691)
C (0.0082, 0.1281, 0.5732)
C (0.0883, -1.1680, 0.8676)
N (-1.0233, -2.0925, 0.5784)
H (2.6218, 1.2473, -1.0698)
H (1.1503, 1.5087, -1.9196)
H (2.5988, 2.7295, -1.5410)
H (1.7330, 3.2506, 0.4020)
H (0.1555, 2.9436, 0.1014)
H (2.0155, 0.8006, 1.1863)
H (0.6676, 1.6200, 1.9149)
H (-0.7925, 0.4663, -0.0855)
H (0.7902, -1.6230, 1.5526)
H (-1.9014, -1.6259, 0.3130)
H (-0.8546, -2.7274, -0.2150)
H (-1.2485, -2.6802, 1.3919)
H (-3.6660, -3.2287, -0.7352)
H (-3.2896, -2.4927, -2.0114)
O (-2.9889, -2.6404, -1.1008)

As for the charge: +2. Its multiplicity is 2. The value obtained for the HOMO energy (spin up / spin down) is -19.1 / -19.0 eV. The value obtained for the electronic energy is -328.113554 Eh. For the energy relative to the best compared isomer or geometry (same formula, charge and spin), the calculation gives 46.4 kcal/mol. The value obtained for the orbital gap (spin up / spin down) is 11.6 / 5.6 eV.



No. 3
ORCA calculation (wB97M-V/def2-TZVPD) on a 2-piece molecular cluster, C5H14NO2 overall at a distorted geometry.

CARTESIAN COORDINATES (ANGSTROEM)
C (-2.7284, 0.6172, 0.6450)
C (-1.2228, 0.3409, 0.4864)
C (-0.9798, -1.1786, 0.3109)
C (-0.8798, -1.8866, 1.6566)
N (-0.7435, 1.1244, -0.6364)
C (0.7592, 1.3037, -0.6985)
O (1.4232, 0.2853, -1.2550)
H (-2.8666, 1.5579, 1.1738)
H (-3.1403, 0.7560, -0.3530)
H (-3.2454, -0.1551, 1.2132)
H (-0.6235, 0.7252, 1.3111)
H (-1.7852, -1.5981, -0.2913)
H (-0.0584, -1.2330, -0.2626)
H (0.1214, -1.7995, 2.0754)
H (-1.2704, -2.8931, 1.8021)
H (-1.4786, -1.3148, 2.3794)
H (-0.9766, 0.8726, -1.5881)
H (0.8321, 2.2785, -1.2368)
H (1.1005, 1.4712, 0.3448)
H (2.8496, -0.2959, -0.7936)
H (4.2315, 0.3294, -0.9962)
O (3.8251, -0.4133, -0.5411)

As for the charge: -1. Its multiplicity is 1. The value obtained for the HOMO energy is -3.3 eV. The value obtained for the electronic energy is -404.145049 Eh. For the energy relative to the best compared isomer or geometry (same formula, charge and spin), the calculation gives 6.0 kcal/mol. The value obtained for the orbital gap is 7.1 eV.



No. 4
ORCA calculation (wB97M-V/def2-TZVPD) on C5H14NO2 as an isolated structure at a distorted geometry.

CARTESIAN COORDINATES (ANGSTROEM)
C (-3.3459, 0.9875, -0.2706)
C (-2.1613, 0.1766, 0.1617)
N (-1.1740, -0.0029, -0.9562)
C (0.6028, -0.1992, 1.1359)
C (0.5880, -0.1081, -0.3429)
C (1.9958, 0.6177, -0.8517)
O (3.1850, 0.1178, -0.2978)
H (-3.7067, 0.5137, -1.2350)
H (-4.2043, 1.0483, 0.3724)
H (-2.9100, 1.9464, -0.5413)
H (-1.7534, 0.5364, 1.1635)
H (-2.5332, -0.8301, 0.3357)
H (0.5256, -1.0214, -0.7931)
H (1.6256, -0.3750, 1.5837)
H (-0.0824, -0.8914, 1.5888)
H (0.3252, 0.7637, 1.4943)
H (-0.2163, 0.6339, -0.7875)
H (1.8950, 1.6486, -0.6821)
H (2.0443, 0.3393, -1.8923)
H (3.1637, -2.8937, 0.1541)
H (3.1163, -0.9044, -0.0363)
O (3.0202, -2.1038, 0.6968)

As for the charge: -1. Its multiplicity is 1. The value obtained for the HOMO energy is -3.9 eV. The value obtained for the electronic energy is -403.962441 Eh. For the energy relative to the best compared isomer or geometry (same formula, charge and spin), the calculation gives 120.6 kcal/mol. The value obtained for the orbital gap is 7.5 eV.



No. 5
ORCA calculation (wB97M-V/def2-TZVPD) on a 2-piece molecular cluster, C5H14NO2 overall at a distorted geometry.

CARTESIAN COORDINATES (ANGSTROEM)
C (-0.9290, -1.7455, 0.4567)
O (-1.6825, -2.0306, -0.6478)
C (0.2381, -0.8082, 0.0830)
C (0.6422, 0.3669, 0.9845)
C (1.5063, 1.4464, 0.3353)
C (0.7212, 2.6933, 0.0138)
N (1.4500, -1.6233, -0.2469)
H (-0.5963, -2.6876, 0.8876)
H (-1.5925, -1.2553, 1.2526)
H (-0.0343, -0.4318, -0.9252)
H (1.0278, -0.0530, 1.9123)
H (-0.3587, 0.7665, 1.2287)
H (1.9443, 1.0099, -0.5753)
H (2.4179, 1.7507, 0.8742)
H (-0.1665, 2.3520, -0.5608)
H (1.1484, 3.5592, -0.5092)
H (0.2689, 3.1578, 0.9082)
H (1.8663, -2.0644, 0.5635)
H (1.2677, -2.3310, -0.9430)
H (-2.8433, -1.0585, -0.9759)
H (-3.0598, -0.6880, -2.4913)
O (-3.2363, -0.3259, -1.6250)

As for the charge: -1. Its multiplicity is 1. The value obtained for the HOMO energy is -3.1 eV. The value obtained for the electronic energy is -404.129835 Eh. For the energy relative to the best compared isomer or geometry (same formula, charge and spin), the calculation gives 15.5 kcal/mol. The value obtained for the orbital gap is 6.9 eV.



No. 6
ORCA calculation (wB97M-V/def2-TZVPD) on C5H14NO2 as an isolated structure at a distorted geometry.

CARTESIAN COORDINATES (ANGSTROEM)
O (-2.4583, -0.5436, -1.8062)
C (-0.8029, -0.9508, -1.7725)
C (-0.4509, -0.9749, -0.2820)
N (0.9501, -1.2703, 0.0430)
C (0.8214, 1.2288, 2.4009)
C (-0.5690, 1.0595, 1.7495)
C (-0.5556, 0.5151, 0.2667)
H (-1.8532, -1.5638, -1.7818)
H (-0.3700, -0.0354, -2.2635)
H (-0.3000, -1.8285, -2.2451)
H (-1.3568, -1.5121, 0.0849)
H (1.1241, 0.2420, 2.7056)
H (1.0392, -2.3170, 0.1284)
H (0.7614, 1.9949, 3.1565)
H (1.5708, 1.4526, 1.6077)
H (-1.0436, 0.3505, 2.4329)
H (-1.0652, 1.9924, 1.8048)
H (0.1011, 1.1257, -0.3223)
H (-1.4724, 0.8635, -0.1676)
H (2.7350, 0.6734, -1.3824)
H (2.0222, -0.0094, -0.3278)
O (2.5581, 0.8182, -0.4321)

As for the charge: +1. Its multiplicity is 1. The value obtained for the HOMO energy is -15.0 eV. The value obtained for the electronic energy is -403.492591 Eh. For the energy relative to the best compared isomer or geometry (same formula, charge and spin), the calculation gives 281.6 kcal/mol. The value obtained for the orbital gap is 5.1 eV.